Entry from the OMol25 dataset: a cluster of 13 separate species, C57H135N8O20 in total in a non-equilibrium geometry (the ωB97M-V functional and the def2-TZVPD basis).

Its calculated total energy is -114127.8795 eV. The calculation puts the molecular weight at 1252.74 g mol⁻¹. As for the HOMO-LUMO gap: 0.70 eV. Its charge is +3. Its lowest unoccupied orbital energy is -0.242 Eh.

```
220
C57H135N8O20 the ωB97M-V functional and the def2-TZVPD basis
C -4.12 3.87 6.05
C -3.90 3.03 4.74
C -5.09 2.45 4.05
N -5.73 1.16 4.66
C -6.98 0.82 3.81
C -7.92 -0.22 4.52
C -8.18 -0.02 6.10
C -6.83 0.24 6.81
C -5.94 1.30 6.22
C -4.70 0.07 4.49
H -3.17 4.01 6.56
H -4.82 3.58 6.83
H -4.48 4.88 5.88
H -3.30 2.18 5.08
H -3.25 3.59 4.05
H -4.76 2.24 3.03
H -5.83 3.24 4.17
H -7.47 1.78 3.64
H -6.67 0.53 2.81
H -8.85 -0.26 3.96
H -7.44 -1.17 4.27
H -8.97 0.73 6.14
H -8.59 -0.81 6.73
H -7.17 0.60 7.79
H -6.20 -0.65 6.88
H -6.47 2.25 6.36
H -4.98 1.30 6.73
H -4.44 0.08 3.43
H -5.22 -0.87 4.66
H -3.81 0.25 5.10
C 3.22 -5.00 -10.15
C 3.96 -4.08 -9.28
C 3.75 -2.59 -9.65
N 4.27 -1.47 -8.63
C 3.51 -1.65 -7.30
C 4.09 -0.73 -6.14
C 5.57 -1.01 -5.89
C 6.38 -0.87 -7.19
C 5.78 -1.78 -8.31
C 4.10 -0.09 -9.24
H 2.14 -4.81 -10.18
H 3.32 -6.06 -9.90
H 3.71 -4.92 -11.12
H 5.03 -4.20 -9.39
H 3.58 -4.30 -8.28
H 2.70 -2.35 -9.78
H 4.36 -2.45 -10.54
H 3.70 -2.69 -7.03
H 2.46 -1.40 -7.47
H 3.52 -0.98 -5.24
H 3.84 0.31 -6.35
H 5.60 -2.02 -5.48
H 5.78 -0.27 -5.12
H 7.46 -0.92 -7.09
H 6.17 0.16 -7.49
H 5.75 -2.83 -8.00
H 6.30 -1.83 -9.26
H 4.85 0.08 -10.01
H 4.10 0.67 -8.46
H 3.10 -0.11 -9.68
C 1.48 8.95 8.49
C 1.60 8.13 7.18
C 3.08 8.14 6.55
N 3.30 8.00 5.05
C 4.67 7.50 4.73
C 4.89 6.05 5.10
C 3.87 5.04 4.51
C 2.43 5.55 4.71
C 2.25 7.02 4.36
C 3.20 9.38 4.27
H 1.85 9.97 8.39
H 1.95 8.41 9.31
H 0.44 9.00 8.81
H 1.11 8.73 6.40
H 1.05 7.19 7.23
H 3.71 7.44 7.10
H 3.49 9.10 6.88
H 5.40 8.12 5.24
H 4.70 7.63 3.65
H 5.06 5.81 6.15
H 5.87 5.76 4.73
H 4.11 4.08 4.97
H 4.02 5.06 3.43
H 2.15 5.44 5.76
H 1.79 4.94 4.07
H 1.22 7.35 4.47
H 2.43 7.14 3.29
H 4.02 10.06 4.52
H 2.27 9.93 4.44
H 3.26 9.20 3.20
C -1.30 -4.76 1.81
N -1.40 -6.08 2.62
C -0.59 -7.12 1.89
C -0.77 -5.74 4.00
C -2.85 -6.56 2.71
C -3.84 -5.68 3.34
O -3.82 -5.39 4.77
H -2.02 -4.09 2.29
H -1.42 -4.86 0.73
H -0.33 -4.26 1.92
H 0.45 -6.88 1.66
H -1.15 -7.28 0.97
H -0.63 -8.02 2.51
H -1.31 -4.94 4.51
H 0.21 -5.31 3.81
H -0.72 -6.58 4.70
H -2.87 -7.55 3.14
H -3.11 -6.71 1.66
H -4.77 -6.15 3.02
H -4.05 -4.78 2.77
H -4.69 -5.61 5.09
C 5.70 -2.71 4.03
N 5.89 -2.75 5.58
C 7.30 -3.27 5.84
C 5.75 -1.26 6.04
C 4.79 -3.71 6.16
C 4.46 -3.38 7.58
O 5.62 -3.55 8.40
H 6.58 -2.30 3.53
H 4.85 -2.04 3.90
H 5.56 -3.71 3.62
H 7.67 -4.13 5.29
H 7.34 -3.63 6.86
H 8.02 -2.45 5.77
H 6.23 -1.17 7.01
H 4.74 -0.86 5.97
H 6.44 -0.82 5.31
H 5.08 -4.75 6.02
H 3.93 -3.70 5.48
H 3.70 -4.05 7.96
H 4.02 -2.40 7.75
H 5.40 -3.65 9.32
C -3.49 -4.77 -6.79
N -2.07 -5.37 -6.55
C -1.15 -5.18 -7.80
C -1.37 -4.59 -5.43
C -2.29 -6.87 -6.30
C -1.14 -7.81 -6.00
O 0.00 -7.42 -6.71
H -3.93 -5.09 -5.84
H -3.92 -5.27 -7.66
H -3.26 -3.72 -6.94
H -0.08 -5.33 -7.64
H -1.22 -4.16 -8.19
H -1.57 -5.78 -8.61
H -0.47 -5.19 -5.26
H -1.89 -4.62 -4.47
H -1.02 -3.62 -5.76
H -2.84 -7.38 -7.09
H -2.80 -6.94 -5.35
H -1.39 -8.84 -6.24
H -0.85 -7.86 -4.96
H -0.16 -7.88 -7.54
C -7.21 0.95 -6.48
N -7.49 1.18 -4.98
C -6.16 1.54 -4.40
C -8.47 2.34 -4.79
C -8.02 -0.13 -4.44
C -8.51 -0.26 -3.00
O -7.49 0.04 -2.12
H -6.75 -0.03 -6.57
H -6.51 1.65 -6.93
H -8.19 1.01 -6.94
H -5.52 0.71 -4.68
H -6.19 1.65 -3.31
H -5.75 2.43 -4.88
H -8.32 3.26 -5.37
H -8.54 2.68 -3.76
H -9.45 1.95 -5.05
H -7.40 -0.96 -4.78
H -8.93 -0.27 -5.02
H -9.04 -1.18 -2.76
H -9.33 0.45 -2.92
H -6.82 -0.65 -2.04
C 0.46 1.91 -1.86
N 0.21 0.70 -0.99
C -0.84 0.82 0.12
C -0.33 -0.48 -1.96
C 1.57 0.29 -0.41
C 2.26 1.31 0.55
O 3.61 1.17 0.21
H -0.46 2.00 -2.44
H 1.22 1.80 -2.63
H 0.68 2.75 -1.20
H -1.75 0.99 -0.47
H -0.57 1.76 0.60
H -0.80 -0.06 0.76
H -0.59 -1.46 -1.56
H 0.36 -0.63 -2.79
H -1.27 -0.01 -2.25
H 2.24 0.28 -1.27
H 1.35 -0.71 -0.04
H 2.37 0.95 1.57
H 1.83 2.31 0.63
H 3.85 1.80 -0.46
O 6.13 5.57 -2.35
C 5.09 4.98 -1.80
O 4.41 5.55 -0.95
O 4.84 3.87 -2.28
H 6.15 4.85 -2.98
O 8.87 1.14 2.54
C 9.68 2.12 2.89
O 9.93 3.11 2.21
O 10.23 2.12 3.98
H 8.52 1.47 1.71
O 0.66 0.80 5.35
C 0.63 -0.49 5.51
O 0.00 -0.90 6.52
O 1.12 -1.18 4.56
H 0.03 0.94 6.06
O -0.16 1.56 -8.38
C -0.95 0.79 -7.70
O -1.28 0.91 -6.56
O -1.36 -0.18 -8.34
H -0.11 0.93 -9.10
O -2.89 7.05 -1.19
C -3.50 5.77 -1.15
O -4.41 5.54 -1.97
O -3.19 5.10 -0.23
H -2.42 6.88 -0.37
```


Entry from the OMol25 dataset: a cluster of 2 separate species, C4H9NO in total in a non-equilibrium geometry (the ωB97M-V functional and the def2-TZVPD basis).

The SMILES is CC(N)=O.C=C. Its calculated total energy is -7829.5657 eV. The value obtained for the energy relative to the best compared isomer or geometry (same formula, charge and spin) is 2.754 eV. The calculation puts the molecular weight at 87.12 g mol⁻¹. As for the HOMO-LUMO gap: 9.86 eV. Its lowest unoccupied orbital energy is 0.030 Eh.

```
15
C4H9NO the ωB97M-V functional and the def2-TZVPD basis
C 1.40 0.36 1.12
C 2.17 0.26 0.04
C -0.89 -0.31 -0.13
C -1.89 0.72 -0.55
H 0.61 1.11 1.11
H 1.55 -0.27 1.99
H 2.05 0.89 -0.77
H 3.01 -0.40 0.00
H 0.85 -1.09 -0.97
H 0.09 0.05 -2.09
H -2.83 0.29 -0.11
H -1.80 0.81 -1.71
H -1.69 1.70 -0.06
N 0.06 -0.35 -1.10
O -0.87 -0.86 0.93
```